Entry 1:
130
Properties=species:S:1:pos:R:3:lowdin_charge:R:1 method="wB97M-V/def2-TZVPD" homo_energy_ev=-8.51 lumo_energy_ev=-1.924 orbital_gap_ha=0.24202
O -1.53 10.89 5.53 -0.193
O 6.87 -4.41 5.55 -0.212
O 3.65 -0.52 -13.38 0.071
O -0.13 -7.28 2.86 0.069
O 1.55 -0.20 1.50 0.082
O 3.78 -1.43 -2.52 0.146
O 4.27 -1.35 -11.44 0.064
O -7.58 2.91 6.11 -0.207
O -7.50 -3.37 -1.47 -0.204
O 2.63 0.60 -3.88 0.085
O 0.22 1.81 -0.07 0.108
O -0.24 -8.22 -6.93 -0.187
O 7.95 7.52 -7.06 -0.200
O -1.57 -6.07 3.93 0.020
N -2.66 -10.14 -9.00 0.001
N 6.51 -1.57 6.04 0.028
N -9.12 -5.74 -1.84 0.033
N 5.63 6.92 -5.69 0.048
N -4.73 0.53 6.33 0.010
N -0.42 -6.61 3.81 -0.428
N 3.55 -1.25 -12.40 -0.460
N -2.63 13.79 7.63 -0.010
C 6.79 6.45 -3.62 -0.081
C 0.59 -6.48 4.92 0.048
C 7.47 -2.37 6.75 -0.411
C -6.52 2.25 6.83 -0.172
C -0.66 -10.92 -8.25 -0.084
C 7.97 -3.50 5.89 -0.182
C -2.10 11.46 6.71 -0.164
C -0.90 13.88 6.15 -0.085
C 2.24 0.36 -2.58 -0.169
C -6.93 -4.71 -1.51 -0.170
C -7.32 -7.30 -1.14 -0.060
C -1.60 9.49 5.45 -0.136
C 1.74 -0.04 0.12 -0.180
C -2.22 12.99 6.44 -0.338
C 7.23 -5.39 4.58 -0.113
C -1.80 -9.94 -7.86 -0.387
C -5.85 1.32 5.77 -0.398
C 2.57 -0.87 -0.57 0.077
C 6.81 7.24 -4.88 -0.470
C -0.65 -8.09 -5.62 -0.126
C 2.30 -1.99 -12.20 0.020
C 1.31 1.18 -1.96 0.071
C 1.07 1.09 -0.58 -0.350
C -6.80 0.28 5.17 -0.076
C -6.59 -2.35 -1.85 -0.118
C 7.69 8.90 -7.21 -0.120
C -7.93 -5.84 -1.07 -0.430
C 2.98 -0.74 -1.96 -0.350
C -1.22 -8.45 -7.91 -0.199
C 6.82 -2.85 8.16 -0.044
C 8.03 6.95 -5.75 -0.195
C -8.58 3.60 6.84 -0.110
H 8.32 9.62 -6.70 0.089
H -9.32 2.88 7.17 0.084
H 5.70 7.29 -6.63 0.052
H -9.56 -4.85 -1.68 0.076
H 8.94 7.30 -5.28 0.122
H -7.19 -0.50 5.83 0.077
H 6.02 -2.20 8.52 0.057
H -9.09 4.35 6.23 0.083
H -1.58 -7.52 -5.54 0.086
H -1.39 11.33 7.53 0.123
H 7.60 -2.73 8.92 0.059
H -6.86 1.65 7.68 0.117
H -1.16 9.13 4.52 0.086
H -6.66 -7.56 -0.31 0.064
H 7.62 6.63 -2.95 0.084
H -4.51 -0.18 5.65 0.056
H -8.08 -5.79 0.01 0.121
H 3.44 0.11 -4.07 0.103
H -8.16 -7.95 -0.90 0.065
H -7.69 0.76 4.76 0.070
H -8.24 4.19 7.70 0.081
H -9.72 -6.53 -1.65 0.071
H 2.85 -1.67 0.10 0.132
H 5.89 6.55 -3.02 0.085
H -3.32 -10.89 -8.86 0.072
H 1.54 -1.69 -12.93 0.098
H -0.39 -10.92 -9.30 0.073
H -0.47 13.34 5.31 0.059
H 6.79 8.28 -4.56 0.135
H 1.36 -5.89 4.42 0.099
H 6.38 -6.07 4.53 0.081
H 6.41 -3.85 8.07 0.062
H 8.13 5.87 -5.87 0.127
H 8.32 -1.79 7.11 0.125
H -5.03 0.03 7.15 0.061
H 7.31 -4.94 3.59 0.086
H -6.05 -4.71 -0.87 0.117
H -0.99 -11.89 -7.86 0.072
H 0.29 -5.96 5.83 0.094
H 2.03 -2.00 -11.15 0.105
H -7.01 -1.72 -2.63 0.084
H 5.60 5.92 -5.86 0.071
H 0.77 1.86 -2.61 0.139
H 0.75 0.26 1.73 0.105
H 6.07 -0.88 6.63 0.069
H -5.86 3.01 7.26 0.120
H -2.19 14.70 7.51 0.036
H -0.84 -9.08 -5.22 0.086
H -6.67 -7.68 -1.93 0.069
H 0.27 -10.66 -7.73 0.063
H -6.55 -4.89 -2.51 0.117
H 7.92 8.96 -8.27 0.093
H -5.39 2.03 5.09 0.133
H 8.07 -6.04 4.83 0.085
H -2.64 9.16 5.36 0.082
H -0.78 -8.21 -8.88 0.122
H 6.65 9.18 -7.08 0.080
H 8.84 -4.06 6.22 0.123
H 0.82 -7.52 5.14 0.099
H -2.11 -7.83 -7.88 0.110
H -3.07 11.02 6.91 0.124
H -2.18 -10.16 -6.86 0.134
H 5.80 -2.18 5.66 0.071
H -6.30 -0.35 4.44 0.071
H -6.28 -1.84 -0.93 0.088
H 2.56 -2.99 -12.54 0.102
H 6.85 5.41 -3.95 0.079
H 8.29 -3.10 4.92 0.116
H -5.70 -2.71 -2.37 0.077
H -2.81 13.21 5.55 0.126
H -2.26 -10.10 -9.93 0.074
H -1.15 8.87 6.22 0.085
H 0.00 -7.45 -5.02 0.090
H -2.17 13.50 8.49 0.059
H -0.17 13.80 6.95 0.073
H -1.07 14.93 5.91 0.073

Entry 2:
29
Properties=species:S:1:pos:R:3:lowdin_charge:R:1 method="wB97M-V/def2-TZVPD" homo_energy_ev=-7.33 lumo_energy_ev=-0.380 orbital_gap_ha=0.25556
Si 0.07 -1.28 -0.20 0.868
O 0.86 -2.35 0.76 -0.251
N -2.99 2.05 1.59 0.012
N -1.55 0.48 1.18 -0.031
C 2.16 2.33 -2.20 -0.080
C -0.91 -2.54 -1.30 -0.147
C 2.92 1.62 -1.28 -0.070
C -1.89 1.74 0.97 -0.331
C 1.27 -2.30 2.09 -0.128
C 2.30 0.58 -0.59 -0.067
C 0.78 2.12 -2.40 -0.061
C 0.18 1.06 -1.71 -0.132
C -3.37 0.97 2.22 -0.274
C -2.47 -0.04 2.05 -0.220
C 0.91 0.29 -0.80 -0.271
H 2.65 -0.05 0.16 0.075
H 0.83 -1.47 2.61 0.079
H 2.57 3.14 -2.76 0.094
H 1.05 -3.24 2.58 0.092
H -0.09 -2.92 -2.00 0.054
H -2.42 -1.09 2.49 0.099
H -1.01 -3.43 -0.64 0.030
H 0.28 2.84 -3.05 0.113
H -1.45 2.30 0.20 0.076
H -0.90 0.86 -1.84 0.111
H 2.34 -2.16 2.17 0.086
H -4.31 1.06 2.84 0.103
H -1.87 -2.29 -1.86 0.056
H 4.03 1.70 -1.29 0.117

Entry 3:
20
Properties=species:S:1:pos:R:3:lowdin_charge:R:1 method="wB97M-V/def2-TZVPD" homo_energy_ev=-7.43 lumo_energy_ev=-2.319 orbital_gap_ha=0.18786
O -2.49 1.33 -0.55 -0.080
N -0.40 -0.16 -1.71 0.063
N 1.11 0.46 1.97 0.046
C -0.49 -0.72 0.68 -0.136
C 1.71 0.08 -0.31 0.077
C -0.25 0.52 1.55 -0.289
C 0.36 -0.47 -0.53 -0.531
C 0.24 -1.39 -1.74 -0.141
H -0.16 -1.60 1.23 0.121
H -1.81 0.87 -1.07 -0.026
H 1.59 0.54 0.80 0.027
H 2.50 -0.64 -0.26 0.101
H -3.09 1.71 -1.19 0.022
H -1.53 -0.84 0.36 0.120
H -0.90 0.55 2.43 0.137
H 1.12 -1.49 -2.31 0.084
H 1.34 1.31 2.46 0.076
H 1.96 0.86 -1.03 0.106
H -0.46 1.40 0.95 0.112
H -0.35 -2.33 -1.71 0.110

Entry 4:
58
Properties=species:S:1:pos:R:3:lowdin_charge:R:1 method="wB97M-V/def2-TZVPD" homo_energy_ev=-6.83 lumo_energy_ev=1.959 orbital_gap_ha=0.32313 charge=-1
S -3.84 2.96 0.30 0.465
S -1.66 1.64 -0.38 0.490
F -0.12 2.04 -0.31 -0.193
F -4.24 2.75 -1.23 -0.204
O -1.85 1.47 -1.78 -0.293
O -4.48 1.86 0.95 -0.294
O -1.70 0.46 0.43 -0.292
O -4.37 4.26 0.56 -0.299
N 3.46 2.05 4.65 0.129
N 0.65 2.36 5.22 0.133
N -2.26 2.95 0.26 -0.301
C 1.27 -1.94 -2.15 -0.215
C -0.56 0.77 -6.02 -0.267
C -0.31 -2.90 -0.40 -0.205
C 0.71 -1.79 -0.73 -0.208
C 1.16 1.21 4.67 -0.210
C -0.58 -3.12 1.11 -0.196
C 0.68 -0.97 3.82 -0.228
C 2.91 3.13 5.14 -0.142
C -0.76 -1.84 1.96 -0.175
C 2.96 -0.15 3.85 -0.024
C 0.18 -0.16 -3.69 -0.184
C 1.54 3.30 5.43 -0.128
C -1.21 1.97 -5.30 -0.113
C 0.25 0.17 4.38 0.031
C 2.52 1.08 4.41 -0.228
C -0.24 -2.10 3.43 -0.130
C 0.53 0.05 -5.19 -0.210
C 2.08 -1.11 3.56 -0.036
C 0.22 -1.67 -3.26 -0.189
H -1.75 2.61 -6.00 0.063
H 1.19 4.24 5.84 0.102
H 3.57 3.98 5.33 0.100
H -0.79 -1.96 -2.94 0.099
H 0.18 -0.83 -0.61 0.089
H -0.81 0.20 -3.42 0.068
H 0.95 0.32 -3.08 0.106
H 0.66 -0.95 -5.63 0.088
H 4.02 -0.31 3.64 0.113
H -0.08 1.15 -6.93 0.090
H -0.80 0.31 4.62 0.132
H 0.21 -3.78 1.50 0.095
H 2.46 -2.02 3.10 0.116
H -1.82 -1.59 2.01 0.108
H 0.14 -3.85 -0.77 0.104
H 1.53 -1.76 0.00 0.113
H 1.58 -2.99 -2.28 0.096
H -1.95 1.58 -4.59 0.060
H -1.33 0.05 -6.36 0.099
H 1.48 0.59 -5.31 0.102
H -0.47 2.51 -4.69 0.081
H -1.12 -2.18 4.09 0.111
H -1.23 -2.76 -0.97 0.105
H 0.36 -3.02 3.45 0.095
H -0.25 -0.95 1.58 0.079
H 0.48 -2.33 -4.11 0.092
H 2.16 -1.33 -2.33 0.104
H -1.52 -3.69 1.18 0.107

Entry 5:
17
Properties=species:S:1:pos:R:3:lowdin_charge:R:1 method="wB97M-V/def2-TZVPD" homo_energy_ev="-13.59 / -13.59" lumo_energy_ev="-3.703 / -9.295" multiplicity=2 orbital_gap_ha="0.36324 / 0.15773" charge=+1
S 0.40 0.90 2.61 1.104
O 6.51 -0.85 0.35 -0.064
O -4.39 -2.01 -2.72 -0.050
N -1.24 0.23 -0.99 0.087
C -0.90 1.15 1.37 -0.442
C -0.64 0.02 0.35 -0.333
H -1.90 0.97 1.82 0.121
H 0.40 -0.04 0.02 0.112
H -0.90 2.17 0.98 0.102
H -2.23 0.29 -0.81 0.084
H -3.69 -2.65 -2.91 0.039
H -3.94 -1.23 -2.41 0.007
H -0.93 -0.94 0.84 0.135
H -0.74 0.98 -1.43 0.097
H 0.65 2.13 3.04 -0.065
H 6.77 -1.21 -0.50 0.034
H 6.78 0.08 0.37 0.030

Entry 6:
20
Properties=species:S:1:pos:R:3:lowdin_charge:R:1 method="wB97M-V/def2-TZVPD" homo_energy_ev=-9.04 lumo_energy_ev=0.298 orbital_gap_ha=0.34314
N 1.41 1.07 0.63 0.126
N 1.37 -1.00 -0.52 0.131
C 0.73 -0.03 -0.07 -0.305
C -3.47 0.00 -0.04 -0.140
C -0.69 -0.02 0.02 -0.190
C -2.81 -1.09 0.46 -0.061
C 2.70 -1.05 -0.61 -0.051
C -1.43 -1.06 0.51 -0.052
C 2.72 0.95 0.59 -0.185
C 3.52 -0.03 -0.04 0.003
C -2.83 1.06 -0.46 -0.054
C -1.34 1.16 -0.51 0.075
H -0.75 -1.75 0.89 0.095
H -3.28 1.96 -0.72 0.081
H -3.49 -1.96 1.04 0.171
H -4.45 -0.03 -0.07 0.055
H 4.48 -0.06 0.03 0.028
H 3.04 -1.85 -1.00 0.038
H 3.23 2.09 1.05 0.177
H -0.89 1.84 -1.07 0.059